[1]
{
  "formula": "C41H40F5N3O3",
  "method": "ωB97M-V/def2-TZVPD",
  "symbols": ["H", "H", "C", "C", "H", "C", "F", "H", "C", "C", "C", "H", "C", "C", "C", "H", "C", "H", "H", "H", "C", "H", "N", "C", "H", "H", "C", "H", "C", "H", "O", "C", "C", "H", "H", "H", "H", "H", "C", "C", "C", "C", "C", "H", "F", "C", "H", "C", "C", "H", "C", "H", "C", "C", "H", "C", "H", "H", "H", "H", "C", "C", "N", "C", "H", "C", "H", "C", "N", "H", "C", "H", "H", "H", "H", "H", "H", "F", "C", "C", "C", "O", "C", "H", "H", "F", "C", "O", "C", "H", "C", "F"],
  "coordinates": [[-1.349, 3.876, -5.566], [2.573, -4.013, 3.012], [-1.374, 3.879, -2.146], [-5.036, 0.177, 2.110], [-1.160, 2.304, 0.946], [-1.754, -0.083, -1.135], [8.315, -0.165, 0.931], [-6.097, -2.162, -0.064], [7.822, 1.459, 2.598], [3.545, -0.997, 3.406], [-0.483, 1.783, -3.003], [2.293, -3.584, 4.711], [-5.053, 2.564, 1.694], [0.135, -1.884, 3.700], [-5.730, 1.390, 2.057], [2.862, 1.015, 3.739], [-1.576, 4.329, -3.458], [-5.024, -3.439, -2.609], [1.204, -3.409, 1.611], [3.520, 0.358, 0.838], [2.821, -1.606, -5.176], [0.351, -2.209, -2.888], [2.570, -1.957, 3.409], [7.408, 0.567, 1.608], [-3.454, -0.810, -3.172], [-0.765, -1.338, 3.418], [-0.622, 0.362, 1.596], [-0.354, 1.633, -5.161], [0.969, -0.259, -3.550], [-2.334, 0.850, -1.243], [-1.790, -2.128, 0.104], [-1.203, 3.525, -4.543], [6.878, 2.228, 3.281], [-1.647, 4.500, -1.288], [-3.105, -0.789, 2.047], [0.253, -2.090, 0.901], [-3.299, -3.132, -2.355], [-5.198, -0.940, -3.492], [1.931, -2.334, -4.375], [-0.643, 2.268, -4.320], [-1.558, 1.306, 1.171], [0.666, 0.703, 1.982], [2.826, -0.205, -5.124], [-2.015, 5.314, -3.632], [7.278, 3.095, 4.232], [-4.450, -0.694, -2.724], [-5.565, -0.750, 2.347], [5.528, 2.088, 2.971], [6.052, 0.442, 1.330], [-0.631, 2.267, -0.912], [1.034, -1.664, -3.542], [-4.601, 0.354, -2.424], [-4.289, -3.054, -1.891], [-2.974, 1.298, 1.458], [-3.168, 3.413, 1.060], [-0.821, 2.618, -1.926], [-5.583, 3.519, 1.663], [-6.797, 1.420, 2.293], [0.412, -1.590, 4.720], [-6.770, -1.855, -1.681], [-4.625, -1.620, -1.537], [2.858, -3.317, 3.809], [1.542, -0.144, 2.552], [-0.069, 0.395, -2.756], [1.913, 1.558, -4.265], [2.892, 0.300, 2.893], [2.036, -2.065, 0.774], [1.313, -1.585, 2.758], [-0.705, -0.347, -1.858], [3.541, 0.367, -5.718], [1.185, -2.329, 1.420], [-0.896, -0.687, 1.570], [1.013, 1.736, 1.861], [3.928, -3.411, 4.010], [-6.250, -0.492, -0.661], [-4.323, -3.686, -0.996], [3.515, -2.128, -5.834], [5.653, -0.474, 0.407], [-2.401, -1.234, -0.460], [3.626, 0.971, 1.741], [-6.020, -1.524, -0.953], [-3.767, -1.154, -0.409], [5.084, 1.174, 2.017], [3.142, 1.943, 1.572], [-0.081, -2.957, 3.677], [4.617, 2.839, 3.649], [-3.702, 2.511, 1.370], [4.706, -1.153, 3.780], [1.910, 0.467, -4.318], [1.928, -3.424, -4.392], [-3.666, 0.131, 1.864], [9.130, 1.580, 2.891]],
  "lowdin_charge": [0.103, 0.087, -0.078, -0.075, 0.112, -0.136, 0.116, 0.091, -0.112, -0.351, -0.167, 0.096, -0.080, 0.018, -0.076, 0.169, -0.092, 0.093, 0.084, 0.138, -0.099, 0.107, -0.031, -0.115, 0.087, 0.069, -0.093, 0.117, -0.170, 0.110, 0.064, -0.081, -0.115, 0.098, 0.118, 0.056, 0.092, 0.094, -0.085, -0.032, -0.017, -0.016, -0.091, 0.100, 0.113, -0.028, 0.113, -0.131, -0.136, 0.082, -0.029, 0.096, -0.024, -0.209, 0.109, -0.047, 0.105, 0.106, 0.099, 0.092, -0.569, -0.009, 0.009, -0.192, 0.110, -0.154, 0.105, -0.451, 0.116, 0.101, 0.020, 0.068, 0.140, 0.097, 0.087, 0.097, 0.096, 0.096, -0.486, -0.052, -0.032, -0.053, -0.086, 0.128, 0.096, 0.093, -0.026, 0.080, -0.047, 0.100, -0.021, 0.120],
  "multiplicity": 1,
  "orbital_gap_ev": 4.44,
  "energy_ha": -2475.5622,
  "max_force_ev_per_a": 2.79,
  "lumo_energy_ev": -1.562,
  "total_charge": 0
}

[2]
{
  "formula": "C41H40FeN5S4Se",
  "method": "ωB97M-V/def2-TZVPD",
  "symbols": ["C", "C", "H", "H", "H", "C", "C", "S", "C", "H", "H", "H", "C", "H", "H", "C", "C", "H", "C", "C", "C", "H", "C", "H", "C", "C", "H", "C", "H", "S", "H", "C", "C", "C", "H", "H", "H", "C", "C", "H", "H", "H", "H", "C", "C", "C", "H", "C", "C", "H", "H", "C", "C", "H", "H", "H", "H", "H", "H", "S", "H", "C", "C", "S", "N", "C", "C", "N", "C", "H", "H", "C", "N", "C", "C", "C", "H", "H", "C", "H", "C", "H", "C", "H", "N", "N", "H", "C", "H", "Fe", "Se", "C"],
  "coordinates": [[2.225, 4.638, -2.756], [-0.831, -7.755, -2.316], [-4.747, 1.700, -4.769], [0.099, -7.886, -2.868], [3.310, 4.540, -2.823], [-4.302, -1.648, 3.893], [-1.152, -0.655, 0.679], [-2.486, 1.647, -5.670], [-1.017, -6.101, -0.407], [3.725, -0.362, -5.147], [1.940, 5.511, -3.345], [2.524, -2.415, 2.452], [-1.373, 0.813, -4.662], [-0.437, 3.678, 2.505], [0.894, 5.509, 2.379], [-1.943, 0.323, -3.515], [0.131, -1.482, 2.993], [-1.318, 3.271, 1.019], [1.910, -0.441, -4.023], [1.812, 4.828, -1.321], [0.747, 0.972, -6.043], [-4.385, -0.745, 4.488], [-4.682, -4.006, 3.623], [-1.054, -6.892, 0.329], [-3.619, -2.748, 1.869], [2.684, -0.079, -5.108], [2.703, -1.726, 0.843], [2.085, 0.643, -6.132], [-1.168, -4.489, 1.002], [-2.118, -0.492, -0.752], [3.741, -1.376, 4.161], [-1.078, -4.770, -0.047], [1.147, 5.317, 1.342], [2.020, 6.179, 0.687], [0.042, 2.292, 1.505], [3.701, 7.310, 1.402], [-1.649, -7.919, -3.018], [-3.719, -1.587, 2.635], [-4.099, -3.951, 2.362], [-4.024, -4.848, 1.756], [3.537, 2.957, 1.815], [-0.391, 0.597, 3.152], [-5.057, -4.946, 4.005], [-3.331, 0.638, -3.470], [3.691, -0.421, 3.650], [4.247, 1.912, 3.549], [0.250, 1.521, -6.831], [-0.892, -0.376, 3.075], [2.338, 5.915, -0.638], [-3.997, 0.360, -2.665], [-3.617, -0.077, 1.113], [-4.784, -2.854, 4.388], [2.964, 0.900, 1.783], [2.265, 7.430, 2.423], [2.659, 0.939, -7.000], [2.320, -1.018, -3.205], [-3.367, 0.546, 2.739], [0.837, -1.415, 3.821], [-5.238, -2.891, 5.370], [-0.815, -2.887, -3.450], [-0.378, -2.450, 3.043], [3.577, 2.011, 2.335], [3.019, -0.328, 2.438], [1.064, -1.011, -0.886], [-1.726, -0.421, 1.886], [0.593, 4.216, 0.708], [2.612, 7.367, 1.392], [0.875, -1.375, 1.750], [-3.163, -0.298, 2.076], [3.021, 6.578, -1.161], [2.340, 8.294, 0.885], [2.325, -1.530, 1.843], [-1.036, -3.771, -0.917], [0.032, 0.577, -4.918], [-3.752, 1.339, -4.559], [-0.331, 3.317, 1.482], [-1.528, -0.512, 3.950], [4.825, 0.610, 5.151], [4.304, 0.695, 4.206], [1.770, 3.758, -3.200], [0.215, -1.023, 0.613], [-3.163, -2.706, 0.885], [-0.904, -6.359, -1.772], [4.724, 2.784, 3.978], [-0.854, -5.375, -2.659], [0.622, -0.115, -3.925], [2.446, 0.975, 0.832], [0.919, 3.964, -0.647], [-0.885, -8.500, -1.523], [-0.659, -0.699, -2.409], [0.165, 2.468, -1.490], [-0.926, -4.108, -2.211]],
  "lowdin_charge": [-0.076, -0.038, 0.064, 0.081, 0.086, -0.051, -0.604, 1.032, -0.034, 0.107, 0.087, 0.128, -0.534, 0.077, 0.114, -0.324, -0.108, 0.076, -0.126, -0.291, -0.008, 0.109, -0.090, 0.098, -0.033, -0.045, 0.080, -0.049, 0.097, 0.757, 0.110, -0.155, -0.020, -0.260, 0.045, 0.083, 0.081, -0.208, -0.075, 0.105, 0.100, 0.127, 0.101, -0.210, -0.050, -0.088, 0.108, -0.106, -0.021, 0.081, 0.076, -0.086, -0.030, 0.074, 0.111, 0.077, 0.131, 0.128, 0.101, 0.641, 0.135, -0.069, -0.207, 0.702, -0.110, -0.303, -0.047, -0.102, -0.134, 0.125, 0.084, -0.134, 0.051, -0.277, -0.407, -0.091, 0.129, 0.102, -0.086, 0.013, -0.628, 0.091, -0.347, 0.101, 0.081, -0.015, 0.091, -0.541, 0.069, 0.043, 0.925, -0.796],
  "multiplicity": 6,
  "orbital_gap_ev": [6.44, 5.54],
  "energy_ha": -7118.0528,
  "max_force_ev_per_a": 0.73,
  "s_squared": 8.874,
  "lumo_energy_ev": [0.064, -1.643],
  "de_lowest_kcal_mol": 0.00,
  "total_charge": 0
}